Entry 1:
The following is a quantum chemistry calculation of a molecular structure, C3H8N2OS at a distorted geometry, from the OMol25 dataset.

Summary:
total charge: 0
relative energy (zero: lowest compared OMol25 entry of this formula, charge and spin): 4.657 eV
frontier orbital gap: 0.35758 hartree
HOMO energy: -8.876 eV

Last column: natural (NBO) charge in e.
Cartesian coordinates (Å):
1 C -1.943 -0.126 -0.603  0.078
2 C -0.992 1.963 0.004  0.473
3 C 0.981 -0.593 0.980  -0.824
4 N -0.765 -0.418 -1.252  -0.934
5 N 0.252 1.698 -0.198  -0.779
6 O -2.064 1.334 -0.043  -0.480
7 S 0.576 0.132 -0.647  1.269
8 H -2.806 -0.044 -1.236  0.198
9 H -2.105 -0.711 0.377  0.149
10 H -1.130 3.007 0.379  0.155
11 H 3.077 -1.827 -0.816  -0.015
12 H 1.748 -0.020 1.386  0.238
13 H 0.117 -0.543 1.586  0.220
14 H 1.248 -1.751 0.836  0.242
15 H 3.805 -2.100 -0.753  0.011

Forces on atoms 1 to 6 (eV/Å):
-0.216 -0.068 2.491
2.305 3.940 1.363
-0.708 -3.135 -1.637
-0.062 -0.247 -0.792
0.476 -0.604 0.497
-1.679 -2.421 -0.628


Entry 2:
The following is a quantum chemistry calculation of 2 unconnected molecules or ions with the total composition C3H8N2OS at a distorted geometry, from the OMol25 dataset.

Summary:
total charge: 0
relative energy (zero: lowest compared OMol25 entry of this formula, charge and spin): 7.019 eV
frontier orbital gap: 0.34087 hartree
HOMO energy: -9.033 eV

Last column: natural (NBO) charge in e.
Cartesian coordinates (Å):
1 C -0.498 -1.330 1.845  -0.283
2 C 0.291 -0.665 0.693  -0.014
3 C -0.287 0.679 0.421  0.103
4 H -2.575 -1.221 1.733  0.343
5 H -1.438 -1.534 -0.157  0.384
6 H -0.805 -0.743 2.737  0.215
7 H -0.107 -2.450 2.270  0.223
8 H 1.421 -0.406 0.989  0.198
9 H 0.588 -0.802 -1.307  0.504
10 H -0.983 0.691 1.364  0.185
11 H 0.642 2.211 -2.802  0.160
12 N -1.731 -1.900 1.157  -0.853
13 N -0.288 1.642 -0.455  -0.547
14 O 0.375 -1.464 -0.455  -0.717
15 S 1.085 1.604 -1.491  0.101

Forces on atoms 1 to 6 (eV/Å):
-0.366 -4.944 -0.311
4.852 1.188 0.797
-2.992 1.268 1.678
2.556 -2.467 -3.211
-1.816 -1.263 4.767
0.877 0.066 -0.866


Entry 3:
The following is a quantum chemistry calculation of a molecular structure, C3H8N2OS at a distorted geometry, from the OMol25 dataset.

Summary:
total charge: 0
relative energy (zero: lowest compared OMol25 entry of this formula, charge and spin): 6.173 eV
frontier orbital gap: 0.34894 hartree
HOMO energy: -9.096 eV

Last column: natural (NBO) charge in e.
Cartesian coordinates (Å):
1 C -1.698 -0.199 1.316  -0.638
2 C -0.302 -0.713 1.008  -0.240
3 C 0.758 1.166 -0.290  0.173
4 H -2.183 -0.892 2.100  0.223
5 H -2.345 -0.441 0.411  0.220
6 H -1.649 0.788 1.654  0.201
7 H -0.644 -1.833 0.928  0.219
8 H 0.314 -0.461 1.950  0.204
9 H 0.474 -1.258 -2.486  0.156
10 H 0.428 1.881 0.543  0.205
11 H 3.294 0.660 -2.081  0.483
12 N 0.497 -0.332 -0.268  -0.559
13 N 1.517 1.699 -1.211  -0.147
14 O 2.079 0.559 -1.908  -0.620
15 S -0.541 -0.625 -1.667  0.120

Forces on atoms 1 to 6 (eV/Å):
-1.341 -2.399 -1.118
0.215 -2.124 0.718
0.915 -0.307 -0.423
1.052 1.255 -0.827
0.542 1.091 0.970
-0.728 1.691 0.275


Entry 4:
The following is a quantum chemistry calculation of a gas-phase ion, C3H8N2OS (charge +1) at a distorted geometry, from the OMol25 dataset.

Summary:
total charge: +1
relative energy (zero: lowest compared OMol25 entry of this formula, charge and spin): 1.576 eV
frontier orbital gap (spin up / spin down): 0.35980 / 0.16876 hartree
<S²>: 0.7536
multiplicity: 2
HOMO energy (spin up / spin down): -14.287 / -14.020 eV

Last column: natural (NBO) charge in e.
Cartesian coordinates (Å):
1 N -2.156 -0.103 -0.034  -0.757
2 C -0.789 -0.630 0.177  -0.164
3 C -0.252 0.043 1.477  -0.587
4 S 0.992 1.345 1.201  0.694
5 C 0.119 -0.641 -1.052  0.637
6 N 1.058 -1.631 -1.176  -0.899
7 O -0.101 0.177 -1.916  -0.504
8 H -2.245 0.782 0.457  0.351
9 H -2.317 0.253 -0.979  0.399
10 H -1.033 -1.661 0.423  0.256
11 H -1.072 0.449 2.065  0.280
12 H 0.224 -0.757 2.092  0.311
13 H 1.696 0.520 0.394  0.142
14 H 1.119 -2.036 -2.103  0.425
15 H 1.984 -1.688 -0.781  0.416

Forces on atoms 1 to 6 (eV/Å):
0.586 1.489 -0.558
-1.726 -0.369 0.478
0.735 -0.407 0.172
-0.749 -1.065 -0.061
-0.173 1.502 -0.432
0.487 -1.587 -0.518


Entry 5:
The following is a quantum chemistry calculation of a gas-phase ion, C3H8N2OS (charge +1) at a distorted geometry, from the OMol25 dataset.

Summary:
total charge: +1
relative energy (zero: lowest compared OMol25 entry of this formula, charge and spin): 0.000 eV
frontier orbital gap (spin up / spin down): 0.43060 / 0.19457 hartree
<S²>: 0.7595
multiplicity: 2
HOMO energy (spin up / spin down): -14.999 / -14.143 eV

Last column: natural (NBO) charge in e.
Cartesian coordinates (Å):
1 C -0.202 -0.221 1.086  -0.243
2 C -0.878 1.190 0.635  -0.599
3 S -2.567 1.130 0.205  0.328
4 N 1.100 -0.342 0.609  -0.379
5 C 1.509 -0.695 -0.702  0.741
6 N 0.519 -1.127 -1.515  -0.825
7 O 2.661 -0.578 -1.012  -0.505
8 H -0.834 -1.080 0.885  0.248
9 H -0.127 -0.191 2.175  0.259
10 H -0.664 1.874 1.465  0.280
11 H -0.289 1.608 -0.185  0.265
12 H -2.413 1.143 -1.123  0.147
13 H 1.847 0.013 1.195  0.440
14 H 0.783 -1.430 -2.439  0.438
15 H -0.445 -1.293 -1.278  0.404

Forces on atoms 1 to 6 (eV/Å):
0.271 -0.788 1.332
0.873 1.154 -0.410
-0.223 -0.106 0.336
-0.276 0.196 0.074
-0.354 -0.322 -0.457
-0.339 -0.060 -0.301


Entry 6:
The following is a quantum chemistry calculation of C3H8N2S in the gas phase at a distorted geometry, from the OMol25 dataset.

Summary:
total charge: 0
relative energy (zero: lowest compared OMol25 entry of this formula, charge and spin): 4.975 eV
frontier orbital gap: 0.33880 hartree
structure (SMILES): CN/N=C\SC
HOMO energy: -8.561 eV

Last column: natural (NBO) charge in e.
Cartesian coordinates (Å):
1 C 1.327 1.574 -0.179  -0.454
2 C 0.226 -0.937 0.732  -0.125
3 C -1.758 -0.023 -0.727  -0.819
4 H 2.598 1.550 0.194  0.152
5 H 1.193 2.782 -0.486  0.210
6 H 1.094 0.698 -1.065  0.244
7 H 0.959 1.995 1.612  0.362
8 H 0.090 -1.936 1.335  0.209
9 H -2.285 -0.421 0.280  0.234
10 H -2.665 -0.174 -1.495  0.242
11 H -1.573 1.147 -0.759  0.240
12 N 0.639 1.349 0.999  -0.453
13 N 0.640 0.079 1.396  -0.239
14 S -0.446 -1.207 -0.958  0.197

Forces on atoms 1 to 6 (eV/Å):
4.065 1.717 -3.473
0.019 -1.669 1.078
-4.209 0.824 0.489
-3.212 -0.236 -1.834
0.160 -3.515 0.304
0.721 3.032 2.473


Repeat the first record exactly.
The following is a quantum chemistry calculation of a molecular structure, C3H8N2OS at a distorted geometry, from the OMol25 dataset.

Summary:
total charge: 0
relative energy (zero: lowest compared OMol25 entry of this formula, charge and spin): 4.657 eV
frontier orbital gap: 0.35758 hartree
HOMO energy: -8.876 eV

Last column: natural (NBO) charge in e.
Cartesian coordinates (Å):
1 C -1.943 -0.126 -0.603  0.078
2 C -0.992 1.963 0.004  0.473
3 C 0.981 -0.593 0.980  -0.824
4 N -0.765 -0.418 -1.252  -0.934
5 N 0.252 1.698 -0.198  -0.779
6 O -2.064 1.334 -0.043  -0.480
7 S 0.576 0.132 -0.647  1.269
8 H -2.806 -0.044 -1.236  0.198
9 H -2.105 -0.711 0.377  0.149
10 H -1.130 3.007 0.379  0.155
11 H 3.077 -1.827 -0.816  -0.015
12 H 1.748 -0.020 1.386  0.238
13 H 0.117 -0.543 1.586  0.220
14 H 1.248 -1.751 0.836  0.242
15 H 3.805 -2.100 -0.753  0.011

Forces on atoms 1 to 6 (eV/Å):
-0.216 -0.068 2.491
2.305 3.940 1.363
-0.708 -3.135 -1.637
-0.062 -0.247 -0.792
0.476 -0.604 0.497
-1.679 -2.421 -0.628


What is the relative energy (zero: lowest compared OMol25 entry of this formula, charge and spin) in the sixth record? 4.975 eV


Copy entry 3 word for word.
The following is a quantum chemistry calculation of a molecular structure, C3H8N2OS at a distorted geometry, from the OMol25 dataset.

Summary:
total charge: 0
relative energy (zero: lowest compared OMol25 entry of this formula, charge and spin): 6.173 eV
frontier orbital gap: 0.34894 hartree
HOMO energy: -9.096 eV

Last column: natural (NBO) charge in e.
Cartesian coordinates (Å):
1 C -1.698 -0.199 1.316  -0.638
2 C -0.302 -0.713 1.008  -0.240
3 C 0.758 1.166 -0.290  0.173
4 H -2.183 -0.892 2.100  0.223
5 H -2.345 -0.441 0.411  0.220
6 H -1.649 0.788 1.654  0.201
7 H -0.644 -1.833 0.928  0.219
8 H 0.314 -0.461 1.950  0.204
9 H 0.474 -1.258 -2.486  0.156
10 H 0.428 1.881 0.543  0.205
11 H 3.294 0.660 -2.081  0.483
12 N 0.497 -0.332 -0.268  -0.559
13 N 1.517 1.699 -1.211  -0.147
14 O 2.079 0.559 -1.908  -0.620
15 S -0.541 -0.625 -1.667  0.120

Forces on atoms 1 to 6 (eV/Å):
-1.341 -2.399 -1.118
0.215 -2.124 0.718
0.915 -0.307 -0.423
1.052 1.255 -0.827
0.542 1.091 0.970
-0.728 1.691 0.275